This record from the OMol25 dataset describes a cluster of 9 separate species, C63H147N9O15 in total in a non-equilibrium geometry. The level of theory is wB97M-V/def2-TZVPD.

The geometry in ORCA input format:
```
! wB97M-V def2-TZVPD RIJCOSX def2/J DEFGRID3
* xyz 0 1
C 1.181 0.138 -7.069
C 0.698 -1.301 -7.462
C 0.728 -1.599 -9.035
C 1.497 -2.311 -6.662
C 1.422 -2.352 -5.189
C 0.023 -2.696 -4.812
C -1.060 -1.766 -5.560
C -2.395 -2.509 -5.588
C -1.275 -0.527 -4.678
N -0.738 -1.543 -7.061
O -1.663 -0.624 -7.617
H 1.644 0.569 -7.956
H 0.362 0.803 -6.795
H 1.741 0.116 -6.135
H 0.009 -2.314 -9.435
H 0.717 -0.695 -9.644
H 1.717 -2.024 -9.206
H 1.289 -3.307 -7.052
H 2.540 -2.192 -6.955
H 2.148 -2.991 -4.687
H 1.557 -1.358 -4.762
H 0.000 -2.534 -3.735
H -0.140 -3.752 -5.031
H -3.300 -1.924 -5.757
H -2.661 -3.120 -4.725
H -2.463 -3.124 -6.485
H -2.052 0.204 -4.902
H -0.391 0.111 -4.664
H -1.433 -0.784 -3.630
H -2.103 -1.125 -8.308
C -1.171 0.689 -0.147
C 0.151 -0.085 0.284
C 0.066 -1.575 -0.374
C 1.304 0.687 -0.387
C 1.585 2.037 0.436
C 1.991 1.740 1.818
C 0.988 0.908 2.629
C 1.793 0.310 3.800
C -0.142 1.813 3.232
N 0.331 -0.163 1.755
O -0.755 -0.779 2.380
H -1.999 0.039 0.135
H -1.088 1.675 0.310
H -1.127 1.015 -1.187
H 0.206 -1.422 -1.444
H 0.852 -2.221 0.015
H -0.731 -2.240 -0.043
H 2.128 -0.020 -0.485
H 1.015 1.047 -1.374
H 2.334 2.625 -0.095
H 0.730 2.712 0.456
H 2.304 2.661 2.310
H 2.837 1.118 1.526
H 1.121 -0.438 4.222
H 1.915 1.013 4.623
H 2.606 -0.404 3.669
H 0.253 2.769 3.576
H -0.592 1.258 4.056
H -0.995 2.063 2.601
H -0.252 -1.577 2.561
C 0.859 8.730 5.104
C 0.549 8.973 3.582
C -0.755 9.931 3.629
C 1.606 9.824 2.790
C 2.788 8.926 2.268
C 2.367 7.686 1.533
C 1.404 6.864 2.363
C 0.752 5.897 1.347
C 2.053 5.881 3.340
N 0.343 7.704 2.899
O -0.778 7.012 3.482
H 1.258 9.682 5.455
H -0.034 8.327 5.583
H 1.604 7.951 5.269
H -0.325 10.888 3.924
H -1.197 10.123 2.652
H -1.580 9.645 4.281
H 1.164 10.339 1.937
H 2.181 10.382 3.529
H 3.292 9.551 1.532
H 3.413 8.864 3.159
H 3.327 7.177 1.610
H 2.124 7.836 0.481
H -0.031 5.223 1.692
H 1.398 5.324 0.682
H 0.100 6.413 0.642
H 1.184 5.288 3.625
H 2.421 6.528 4.136
H 2.761 5.370 2.688
H -1.462 7.669 3.335
C 3.663 -2.849 1.699
O 2.946 -3.654 0.731
C 3.108 -5.111 0.867
C 4.600 -5.621 0.833
N 4.654 -7.104 0.535
C 5.979 -7.583 0.552
C 6.320 -8.892 -0.185
O 6.969 -8.636 -1.401
C 7.938 -9.628 -1.776
H 2.985 -2.918 2.549
H 3.605 -1.803 1.397
H 4.727 -2.984 1.897
H 2.612 -5.423 -0.052
H 2.611 -5.430 1.784
H 5.056 -5.414 1.801
H 5.119 -5.108 0.024
H 3.986 -7.574 -0.059
H 6.324 -7.720 1.577
H 6.656 -6.959 -0.032
H 5.479 -9.571 -0.331
H 6.786 -9.569 0.530
H 8.420 -10.018 -0.880
H 8.630 -9.226 -2.515
H 7.466 -10.565 -2.072
C -3.889 4.734 0.595
O -3.674 4.900 -0.781
C -2.494 4.190 -1.131
C -2.279 4.022 -2.641
N -1.550 5.063 -3.271
C -2.459 6.042 -3.874
C -1.447 6.994 -4.664
O -0.893 6.347 -5.785
C 0.041 7.152 -6.522
H -4.904 5.016 0.878
H -3.236 5.291 1.267
H -3.794 3.657 0.729
H -2.425 3.144 -0.835
H -1.574 4.562 -0.679
H -3.181 3.852 -3.229
H -1.541 3.224 -2.718
H -0.953 4.756 -4.025
H -3.019 6.586 -3.113
H -3.268 5.607 -4.461
H -0.626 7.354 -4.045
H -1.962 7.880 -5.038
H 0.502 6.393 -7.153
H 0.727 7.667 -5.850
H -0.354 7.947 -7.156
C -3.052 4.421 4.393
O -3.980 3.360 4.474
C -3.664 2.216 5.139
C -4.716 1.085 5.023
N -4.171 -0.214 5.516
C -5.056 -1.360 5.259
C -4.325 -2.747 5.237
O -3.212 -2.872 4.364
C -3.359 -2.566 2.961
H -2.391 4.140 3.573
H -2.517 4.388 5.342
H -3.542 5.359 4.131
H -3.683 2.458 6.201
H -2.675 1.899 4.808
H -4.896 1.110 3.949
H -5.719 1.237 5.423
H -3.264 -0.199 5.071
H -5.480 -1.202 4.267
H -5.848 -1.413 6.006
H -5.126 -3.470 5.080
H -3.857 -2.936 6.203
H -3.324 -1.480 2.880
H -4.230 -3.010 2.480
H -2.492 -3.028 2.488
C -1.573 0.909 8.630
O -0.256 1.578 8.453
C 0.524 0.964 7.359
C 2.098 1.176 7.182
N 2.716 1.196 8.470
C 2.647 -0.090 9.249
C 3.336 -1.290 8.489
O 2.449 -1.742 7.520
C 2.701 -2.873 6.789
H -2.219 1.502 9.278
H -1.333 -0.033 9.124
H -2.199 0.589 7.798
H 0.081 1.090 6.371
H 0.388 -0.111 7.476
H 2.184 2.043 6.527
H 2.397 0.287 6.626
H 2.156 1.917 8.903
H 1.580 -0.211 9.430
H 3.105 -0.084 10.238
H 3.451 -2.094 9.216
H 4.337 -0.965 8.207
H 2.497 -3.796 7.332
H 3.752 -3.074 6.583
H 2.066 -2.908 5.903
C -4.670 0.256 -1.254
O -5.751 0.288 -2.203
C -5.420 -0.659 -3.222
C -6.666 -0.919 -4.079
N -7.027 0.102 -5.031
C -6.285 0.386 -6.291
C -5.546 1.767 -6.432
O -4.620 1.804 -5.370
C -3.451 2.433 -5.729
H -4.569 -0.588 -0.572
H -4.709 1.197 -0.706
H -3.670 0.340 -1.679
H -5.091 -1.504 -2.617
H -4.497 -0.621 -3.800
H -7.538 -1.073 -3.444
H -6.392 -1.656 -4.833
H -7.039 1.029 -4.630
H -7.065 0.533 -7.038
H -5.734 -0.445 -6.731
H -6.341 2.506 -6.328
H -5.151 1.856 -7.444
H -2.709 2.232 -4.956
H -3.540 3.515 -5.823
H -2.985 2.205 -6.688
C 5.018 -9.593 -4.734
O 3.538 -9.557 -4.822
C 2.719 -10.122 -3.792
C 3.077 -9.714 -2.385
N 3.257 -8.248 -2.200
C 2.087 -7.427 -2.433
C 1.040 -7.617 -1.281
O -0.104 -6.739 -1.593
C 0.133 -5.420 -1.895
H 5.300 -8.942 -3.906
H 5.425 -9.251 -5.685
H 5.401 -10.609 -4.638
H 2.634 -11.200 -3.932
H 1.674 -9.844 -3.924
H 3.953 -10.276 -2.060
H 2.267 -10.054 -1.739
H 3.845 -7.860 -2.924
H 1.493 -7.721 -3.298
H 2.495 -6.424 -2.557
H 1.441 -7.441 -0.283
H 0.751 -8.668 -1.311
H 0.916 -5.076 -2.570
H 0.212 -4.825 -0.985
H -0.843 -5.261 -2.353
*
```

Values from the calculation:
Strongest force on any atom: 4.1 eV/A
LUMO: 0.478 eV
HOMO: -0.2888 Ha
Energy above the lowest of the compared OMol25 structures with the same formula, charge and spin: 226.5 kcal/mol
Kohn-Sham gap: 0.30640 hartree

Atom charges from the Mulliken analysis, given in e for atoms 1 to 2: number 1, C, carries -1.491; number 2, C, carries 1.804